C15H17N3O3 | wB97M-V/def2-TZVPD

```
! RIJCOSX wB97M-V def2-TZVPD def2/J DEFGRID3
* xyz 0 1
O -1.05838 -0.58173 -2.02765
C -0.74668 -0.81037 -0.86486
N 0.55474 -0.53412 -0.46829
C 1.28403 0.63460 -1.10639
C 0.60164 1.86129 -0.52139
N 1.55456 2.88779 -0.02331
O 0.87705 3.91689 0.17512
C 2.24236 2.41752 1.21854
C 2.89540 1.07771 0.84301
C 2.76948 0.80925 -0.60325
C 3.24359 2.14828 -1.36064
C 2.48316 3.38226 -1.02509
C -1.65409 -1.66461 0.00347
C -2.87361 -2.10472 -0.52846
C -3.68744 -2.95019 0.20945
C -4.99820 -3.47620 0.03225
C -5.25595 -4.33967 1.09183
O -4.15595 -4.27495 1.95775
C -3.24545 -3.35198 1.39987
C -2.04904 -2.85011 1.95011
N -1.28743 -2.01912 1.21101
H 0.62777 -0.64770 0.59731
H 1.26226 0.66365 -2.21172
H 0.02286 1.52534 0.30506
H 0.08096 2.34710 -1.26826
H 1.48710 2.37134 2.05148
H 3.05510 3.17034 1.59125
H 2.52337 0.21014 1.39508
H 4.01079 1.12722 1.09771
H 3.32641 -0.10351 -0.76315
H 4.30700 2.37510 -1.21315
H 3.19678 1.98519 -2.47577
H 2.11814 3.91853 -1.81609
H 3.05223 4.11729 -0.46287
H -3.19692 -1.90538 -1.55509
H -5.52588 -3.26005 -0.93584
H -6.15657 -4.91609 1.22883
H -1.68519 -3.15635 2.87216
*
```

Properties
Kohn-Sham gap (eV): 8.010
SMILES string: O=C(N[C@H]1C[N@+]2([O-])CC[C@H]1CC2)c1cc2ccoc2cn1
Electronic energy (eV): -26438.6962
Molecular weight (g/mol): 287.3
HOMO level (eV): -7.8

---

C15H17NO | wB97M-V/def2-TZVPD

```
! RIJCOSX wB97M-V def2-TZVPD def2/J DEFGRID3
* xyz 0 1
O -1.19580 -2.11201 -1.67419
C -0.58285 -1.25230 -0.76871
C -1.54228 -0.04713 -0.44105
C -3.00430 -0.44602 -0.33583
C -3.92596 0.40513 -0.10938
C -3.54885 1.77657 0.35340
C -2.23218 2.01862 0.36419
C -1.27146 1.17201 -0.28559
H -0.24996 1.40136 -0.34997
H -1.74215 3.09883 0.38383
H -4.24831 2.84082 0.59970
H -5.10991 0.45483 0.01723
H -3.38673 -1.59768 -0.62581
C -0.45331 -2.04222 0.51512
N 0.16172 -1.51950 1.47515
H -0.32241 -0.63374 1.92392
C 1.65799 -1.55668 1.61561
C 2.13307 -0.38952 0.71750
C 2.17796 1.11370 0.92118
C 2.50017 2.04073 0.24670
C 3.04419 1.64507 -1.18004
C 3.08016 0.41065 -1.28764
C 2.73574 -0.55583 -0.52907
H 2.76429 -1.66038 -0.69241
H 3.63714 0.21189 -2.63271
H 3.52972 2.44170 -1.76881
H 2.45829 2.84818 0.41127
H 1.67389 1.43898 1.90520
H 1.93622 -2.41165 1.39723
H 1.97952 -1.21297 2.65830
H 0.13316 -2.87613 0.10817
H -1.47755 -2.53031 0.68978
H 0.24459 -0.76217 -1.08669
H -1.55380 -1.71283 -2.53558
*
```

Properties
Kohn-Sham gap (eV): 9.004
Electronic energy (eV): -19355.6134
Molecular weight (g/mol): 227.3
HOMO level (eV): -8.2

---

C15H17NS2Zn | wB97M-V/def2-TZVPD

```
! RIJCOSX wB97M-V def2-TZVPD def2/J DEFGRID3
* xyz 0 1
C 0.57396 -1.16621 -2.54202
C 0.13745 2.25781 -2.72158
C -0.74263 -1.25228 -2.86994
H 1.15756 -2.07463 -2.17773
C -1.00566 2.15145 -1.99706
H 0.50337 3.22020 -3.06458
H -1.13169 -2.22270 -3.18679
H -1.45360 3.05197 -1.60947
C -1.76981 -0.16981 -2.79665
H -2.73425 -0.69590 -2.67969
H -1.82952 0.35906 -3.76322
C 1.21494 0.06637 -1.93945
H 2.28338 -0.18423 -1.87125
H 1.01639 0.47840 -0.92724
C 1.01988 1.12335 -3.04454
H 0.68131 0.55446 -3.92147
H 2.01538 1.47590 -3.31258
C -1.65298 0.87397 -1.61630
H -2.68151 1.07301 -1.25978
H -1.12108 0.41327 -0.76746
Zn 1.21544 -1.70533 1.45415
H 0.51730 -2.00844 0.24496
S 2.32331 -2.46925 3.18876
C 1.35963 -1.12045 3.57854
N 0.72656 -0.28332 2.70363
C -0.00762 0.75665 3.26220
C -0.73061 1.75043 2.55880
C -1.28651 2.78666 3.29982
C -1.15203 2.79196 4.69803
C -0.44342 1.79108 5.39274
C 0.12008 0.75326 4.66161
S 1.01264 -0.67015 5.20321
H -0.85111 1.63713 1.47549
H -1.83663 3.58211 2.78326
H -1.60166 3.60322 5.26003
H -0.33336 1.77650 6.46288
*
```

Properties
Kohn-Sham gap (eV): 8.653
Electronic energy (eV): -87406.9439
Molecular weight (g/mol): 340.8
HOMO level (eV): -8.6

---

C15H18 | wB97M-V/def2-TZVPD

```
! RIJCOSX wB97M-V def2-TZVPD def2/J DEFGRID3
* xyz 0 1
C 1.71400 -1.94560 2.81648
C 1.54666 -0.57407 3.49696
C 0.48661 0.27180 2.83315
C 0.70278 0.90228 1.62550
C -0.23551 1.76145 1.05444
C -1.45657 1.87974 1.69050
C -1.68504 1.28022 2.92473
C -0.72474 0.46937 3.50074
H 0.97596 -2.05686 2.01809
H 1.49369 -2.75296 3.51157
H 2.69369 -2.16231 2.41226
H 1.26092 -0.72151 4.53612
H 2.48480 -0.02437 3.62221
H 1.63963 0.74457 1.10746
H 0.07410 2.38295 0.22135
H -2.24771 2.53180 1.33097
H -2.64435 1.48491 3.39101
H -0.93399 0.10253 4.49773
C -1.21640 1.40374 -3.92955
C -0.50878 0.29222 -3.22796
C -0.86977 -0.18270 -1.99303
C -0.17234 -1.23988 -1.41566
C 0.67108 -2.03304 -2.17824
C 1.02133 -1.59458 -3.46252
C 0.51141 -0.39393 -3.91199
H -0.81815 2.38999 -3.69867
H -2.27648 1.42571 -3.67032
H -1.22728 1.31560 -5.01778
H -1.75422 0.23524 -1.52331
H -0.30071 -1.50819 -0.37028
H 0.97868 -3.00619 -1.82016
H 1.75975 -2.20012 -3.97866
H 0.75508 -0.07177 -4.91832
*
```

Properties
Kohn-Sham gap (eV): 9.881
SMILES string: CCc1ccccc1.Cc1ccccc1
Electronic energy (eV): -15846.6163
Molecular weight (g/mol): 198.3
HOMO level (eV): -8.9

---

C15H18 | wB97M-V/def2-TZVPD

```
! RIJCOSX wB97M-V def2-TZVPD def2/J DEFGRID3
* xyz 0 1
C 0.45962 -1.42399 2.46778
C 0.52437 -0.20526 1.56037
C -0.42383 0.93781 1.92010
C -0.08841 2.02175 2.71106
C -1.07735 3.02366 2.92585
C -2.35001 2.95386 2.43226
C -2.63179 1.89566 1.55853
C -1.69219 0.96296 1.25961
H -0.57366 -1.81126 2.58528
H 0.89527 -1.25959 3.43690
H 0.96349 -2.28040 2.04277
H 1.50146 0.27998 1.74758
H 0.47244 -0.39557 0.50015
H 0.78893 2.13994 3.33817
H -0.86036 3.83535 3.62002
H -3.12375 3.69389 2.62641
H -3.61904 1.78969 1.10660
H -1.91560 0.16256 0.56286
C -1.37142 -1.02576 -2.50972
C 0.10890 -1.37825 -2.60535
C 0.89221 -0.35288 -3.18787
C 2.25608 -0.43537 -3.03000
C 2.82500 -1.46835 -2.29004
C 2.05944 -2.47587 -1.73314
C 0.64901 -2.38132 -1.82190
H -1.80567 -0.88718 -3.49876
H -1.33893 -0.16551 -1.85570
H -2.07672 -1.69898 -2.02298
H 0.48592 0.36795 -3.88300
H 2.86757 0.17115 -3.69184
H 3.85466 -1.44844 -1.95768
H 2.44264 -3.35581 -1.22263
H 0.03657 -3.01978 -1.20935
*
```

Properties
Kohn-Sham gap (eV): 9.921
SMILES string: CCc1ccccc1.Cc1ccccc1
Electronic energy (eV): -15846.1468
Molecular weight (g/mol): 198.3
HOMO level (eV): -9.0

---

C15H18 | wB97M-V/def2-TZVPD

```
! RIJCOSX wB97M-V def2-TZVPD def2/J DEFGRID3
* xyz 0 1
C -3.73856 -0.34832 1.15945
C -2.91311 0.61603 2.03593
C -1.66984 -0.02400 2.57249
C -0.44296 0.19360 1.90966
C 0.68821 -0.50428 2.25264
C 0.60726 -1.51558 3.21942
C -0.53188 -1.63720 3.97106
C -1.66638 -0.84008 3.67861
H -4.35851 -1.06403 1.69659
H -3.13756 -0.78886 0.35894
H -4.49047 0.20929 0.58683
H -2.61678 1.33659 1.27916
H -3.59685 1.13824 2.70213
H -0.43469 1.03800 1.23327
H 1.63129 -0.31970 1.75483
H 1.46848 -2.14539 3.35905
H -0.67047 -2.43723 4.69421
H -2.40712 -0.89633 4.44699
C 0.31169 -0.79620 -3.64624
C 1.33590 0.13997 -3.07778
C 1.30220 1.50191 -3.32600
C 2.40039 2.27877 -2.98702
C 3.44698 1.71687 -2.27717
C 3.39528 0.40076 -1.81539
C 2.33250 -0.38088 -2.24917
H -0.70844 -0.41458 -3.65803
H 0.28494 -1.82261 -3.27380
H 0.61623 -0.99924 -4.68234
H 0.43956 1.93983 -3.81768
H 2.42180 3.35113 -3.14270
H 4.22121 2.34960 -1.87360
H 4.21951 0.13139 -1.16907
H 2.26021 -1.40749 -1.91530
*
```

Properties
Kohn-Sham gap (eV): 9.805
SMILES string: CCc1ccccc1.Cc1ccccc1
Electronic energy (eV): -15846.3702
Molecular weight (g/mol): 198.3
HOMO level (eV): -9.0